{
  "formula": "C34H60BHgO38",
  "method": "wB97M-V/def2-TZVPD",
  "total_charge": 1,
  "e_above_lowest_kcal_mol": 267.52,
  "total_energy_ha": -4368.439580,
  "orbital_gap_ev": 0.879,
  "elements": ["Hg", "O", "C", "O", "B", "O", "C", "O", "O", "C", "O", "C", "O", "O", "C", "O", "C", "O", "O", "C", "H", "H", "H", "H", "H", "H", "C", "O", "C", "O", "O", "C", "H", "H", "H", "H", "H", "H", "C", "O", "C", "O", "O", "C", "H", "H", "H", "H", "H", "H", "C", "O", "C", "O", "O", "C", "H", "H", "H", "H", "H", "H", "C", "O", "C", "O", "O", "C", "H", "H", "H", "H", "H", "H", "C", "O", "C", "O", "O", "C", "H", "H", "H", "H", "H", "H", "C", "O", "C", "O", "O", "C", "H", "H", "H", "H", "H", "H", "C", "O", "C", "O", "O", "C", "H", "H", "H", "H", "H", "H", "C", "O", "C", "O", "O", "C", "H", "H", "H", "H", "H", "H", "C", "O", "C", "O", "O", "C", "H", "H", "H", "H", "H", "H"],
  "positions_angstrom": [[-16.750, 26.306, 23.909], [-18.655, 15.882, 20.946], [-18.441, 16.858, 21.706], [-19.294, 17.884, 21.992], [-18.704, 18.736, 22.998], [-17.344, 18.214, 23.131], [-17.176, 17.118, 22.507], [-16.146, 16.408, 22.501], [-19.465, 18.653, 24.243], [-19.564, 19.896, 24.774], [-19.993, 20.269, 25.869], [-19.040, 20.904, 23.698], [-18.730, 20.183, 22.665], [-19.038, 22.143, 23.794], [-26.605, 16.879, 15.573], [-26.165, 15.788, 16.435], [-25.060, 15.924, 17.227], [-24.349, 16.909, 17.318], [-24.860, 14.770, 17.865], [-23.837, 14.568, 18.835], [-26.790, 17.768, 16.177], [-27.477, 16.694, 14.946], [-25.864, 17.212, 14.846], [-24.057, 14.682, 19.896], [-22.999, 15.244, 18.663], [-23.480, 13.584, 18.529], [-26.481, 15.200, 29.923], [-25.889, 16.468, 30.375], [-24.589, 16.753, 30.337], [-23.687, 16.101, 29.743], [-24.442, 17.970, 30.945], [-23.259, 18.408, 31.380], [-25.851, 14.386, 30.279], [-26.285, 15.274, 28.854], [-27.517, 14.888, 30.061], [-22.853, 17.617, 32.012], [-23.263, 19.273, 32.043], [-22.609, 18.684, 30.550], [-16.823, 15.828, 33.973], [-16.432, 15.853, 32.562], [-17.253, 16.479, 31.684], [-18.101, 17.289, 31.966], [-16.974, 16.008, 30.513], [-17.832, 16.211, 29.420], [-16.611, 16.800, 34.418], [-16.213, 15.053, 34.438], [-17.887, 15.645, 34.120], [-17.215, 16.065, 28.534], [-18.227, 17.227, 29.428], [-18.637, 15.490, 29.560], [-20.855, 30.451, 24.939], [-21.550, 29.530, 25.803], [-21.038, 28.320, 26.074], [-19.995, 27.869, 25.595], [-21.916, 27.716, 26.908], [-21.589, 26.410, 27.383], [-20.010, 30.857, 25.496], [-21.419, 31.319, 24.599], [-20.447, 29.940, 24.067], [-22.538, 25.877, 27.435], [-21.270, 26.527, 28.419], [-20.931, 25.779, 26.785], [-14.394, 12.732, 17.247], [-13.501, 11.552, 17.421], [-14.030, 10.317, 17.173], [-15.212, 10.013, 17.146], [-13.020, 9.434, 17.202], [-13.156, 8.112, 16.850], [-14.115, 13.353, 16.395], [-14.172, 13.252, 18.179], [-15.471, 12.565, 17.252], [-12.273, 7.534, 17.121], [-13.341, 8.011, 15.780], [-13.983, 7.604, 17.346], [-21.278, 10.771, 15.646], [-22.635, 10.546, 15.630], [-23.216, 9.397, 15.361], [-22.635, 8.297, 15.336], [-24.565, 9.512, 15.028], [-25.220, 10.796, 15.044], [-20.684, 9.986, 16.115], [-21.150, 11.678, 16.238], [-20.932, 10.996, 14.637], [-24.940, 11.345, 15.942], [-26.293, 10.609, 15.016], [-24.920, 11.450, 14.225], [-17.881, 22.855, 30.663], [-17.394, 23.632, 29.513], [-16.626, 23.146, 28.610], [-16.149, 23.831, 27.674], [-16.467, 21.801, 28.730], [-15.551, 21.094, 27.904], [-18.887, 22.479, 30.477], [-17.874, 23.590, 31.467], [-17.091, 22.200, 31.030], [-14.529, 21.463, 27.988], [-15.907, 21.158, 26.876], [-15.493, 20.015, 28.044], [-13.642, 18.993, 14.333], [-15.060, 18.830, 14.196], [-15.799, 18.692, 15.331], [-15.383, 18.952, 16.452], [-16.975, 18.116, 15.035], [-18.009, 17.963, 15.918], [-13.363, 19.631, 15.172], [-13.160, 19.296, 13.404], [-13.120, 18.095, 14.663], [-19.008, 18.193, 15.547], [-17.889, 18.492, 16.863], [-18.154, 16.920, 16.199], [-21.814, 27.597, 19.245], [-20.968, 26.559, 18.690], [-19.772, 26.213, 19.205], [-19.356, 26.526, 20.318], [-19.080, 25.500, 18.370], [-19.426, 25.189, 16.991], [-22.056, 27.317, 20.270], [-22.818, 27.623, 18.821], [-21.306, 28.561, 19.258], [-18.788, 25.818, 16.369], [-20.453, 25.438, 16.724], [-19.211, 24.127, 16.868], [-24.925, 21.295, 25.204], [-24.904, 22.508, 24.506], [-24.411, 22.588, 23.213], [-24.188, 23.626, 22.633], [-24.153, 21.347, 22.761], [-23.776, 21.109, 21.420], [-25.872, 20.808, 24.972], [-24.792, 21.316, 26.286], [-24.128, 20.634, 24.863], [-24.566, 21.385, 20.721], [-23.597, 20.061, 21.182], [-22.957, 21.768, 21.134]],
  "atomic_forces_ev_per_a": [[-0.3, -0.1, 0.1], [0.8, 4.3, 3.2], [-2.8, -3.3, -3.4], [0.7, -1.3, -0.8], [-0.3, -0.5, -0.6], [0.3, 1.8, 1.5], [4.8, -3.3, -0.4], [-3.6, 2.3, 0.0], [-0.1, 2.3, 1.5], [-1.6, -0.7, 3.8], [1.4, -1.6, -3.6], [0.0, 3.8, -1.1], [0.6, 0.2, -0.1], [0.1, -3.8, 0.0], [1.0, 1.2, 0.4], [0.1, -0.1, -0.2], [0.4, 1.3, -0.4], [-1.0, -0.9, -0.2], [-1.5, 0.0, 0.0], [1.6, 0.3, -1.2], [-0.2, -0.1, 0.2], [-0.1, -1.0, 0.8], [0.6, -0.5, 0.2], [-0.9, -0.3, -0.3], [-0.1, 0.2, -0.2], [0.0, -0.1, 0.8], [3.0, -0.3, -1.8], [-1.4, 0.1, 1.3], [2.2, -1.3, -2.1], [-2.9, 2.1, 2.4], [-4.2, -1.5, -1.3], [3.6, 0.0, 1.0], [0.0, 0.1, 0.1], [-0.4, -0.6, -0.2], [-0.1, 1.5, 0.9], [0.8, 0.0, -0.2], [-1.1, 0.1, -0.2], [0.4, -0.3, 0.0], [0.2, 0.7, -0.6], [-0.6, -0.1, 0.5], [-0.4, 0.0, 2.1], [0.1, -0.1, -0.1], [1.6, -0.7, -0.9], [-0.4, 0.5, 0.1], [0.1, -0.1, 0.0], [-0.1, 0.1, -0.2], [0.1, -0.2, -0.3], [-0.3, -0.3, 0.0], [-0.1, 0.0, 0.0], [-0.1, 0.1, -0.7], [1.5, -0.5, 0.1], [-0.5, 0.2, -0.1], [0.6, 0.0, -0.9], [-1.6, 0.5, 1.0], [1.3, 0.4, -1.2], [-0.9, -0.5, 0.8], [0.1, -0.1, 0.0], [-0.8, -0.6, 0.5], [-0.2, -0.1, 0.0], [-0.1, 0.1, -0.1], [0.5, -0.2, -0.2], [0.3, 0.7, -0.1], [0.7, -0.4, 1.4], [-1.5, -0.3, -1.5], [-1.1, -0.5, 1.4], [1.5, 0.7, -0.6], [0.9, 2.3, 0.3], [-1.1, -1.9, -0.6], [0.3, -0.5, 0.0], [-0.1, 0.4, -0.3], [0.2, -0.8, -0.2], [0.2, 0.6, 0.0], [0.1, 0.0, -0.1], [-0.2, 0.3, 0.2], [1.7, 0.4, 0.3], [-2.6, 0.7, 0.1], [0.3, -3.2, -1.1], [-1.8, 3.1, 0.1], [1.8, -0.1, 0.6], [0.6, 0.3, 0.5], [-0.2, -0.2, -0.2], [0.1, 0.0, 0.0], [0.1, -0.3, 0.0], [-0.3, -0.1, 0.2], [0.2, -0.1, 0.0], [0.0, -0.4, -0.3], [1.1, 1.1, 0.5], [-0.9, 0.5, 1.1], [1.5, -0.5, -3.1], [-0.9, -1.7, 2.1], [0.0, 0.3, 0.7], [0.4, 0.2, -1.6], [0.5, -0.3, -0.1], [-0.6, 0.3, -0.2], [-0.5, -0.7, -0.7], [-0.2, 0.3, 0.0], [0.3, 0.4, -0.2], [-0.6, 0.2, 1.1], [0.8, -0.1, 1.3], [-0.7, -0.3, 0.3], [1.4, -0.3, 1.4], [-1.0, -0.2, -1.6], [1.5, 0.8, -2.2], [-1.6, -0.7, 2.5], [-0.5, 0.7, -0.3], [-0.7, 0.2, 0.0], [-0.5, -0.7, -0.3], [0.4, 0.7, -0.8], [0.3, 0.2, -0.1], [0.6, -0.3, 0.0], [0.3, -0.6, 1.8], [-0.4, 0.3, -0.5], [-0.9, 1.3, 1.0], [-0.6, -0.3, -1.3], [0.8, -0.8, -0.3], [-0.1, 0.5, 0.2], [0.4, 0.1, 0.3], [0.6, -0.2, -1.0], [-0.1, -0.1, -0.3], [0.2, -0.3, 0.0], [0.0, -0.2, 0.4], [0.0, 0.2, -0.1], [0.0, -2.1, -0.5], [0.9, 1.9, -1.3], [0.4, 0.0, 0.7], [-0.6, -1.3, 0.8], [-0.4, -0.5, 0.4], [-0.2, 1.2, -1.4], [0.0, -0.2, 0.2], [-0.2, 1.1, -0.1], [-0.1, 0.0, -0.1], [-0.4, 0.2, 0.2], [0.3, 0.0, 0.9], [0.3, -0.3, 0.2]]
}